{
  "formula": "C12H30BaN2O4",
  "method": "ωB97M-V with the def2-TZVPD basis set",
  "elements": ["Ba", "C", "O", "C", "C", "N", "C", "C", "O", "C", "H", "H", "H", "H", "H", "H", "H", "H", "H", "H", "H", "H", "H", "H", "H", "C", "O", "C", "C", "N", "C", "C", "O", "C", "H", "H", "H", "H", "H", "H", "H", "H", "H", "H", "H", "H", "H", "H", "H"],
  "coordinates": [[23.7654, 24.0961, -14.2937], [27.0799, 24.9103, -17.1387], [26.4840, 25.4691, -15.9258], [26.3480, 26.8710, -16.0022], [25.5567, 27.3948, -14.8361], [24.1898, 26.8391, -14.8692], [23.3385, 27.4619, -13.8388], [21.8418, 27.1679, -14.0291], [21.7110, 25.7862, -14.3117], [20.3566, 25.3565, -14.4352], [26.4949, 25.1231, -18.0311], [27.2025, 23.8849, -16.8074], [28.0444, 25.3982, -17.2962], [25.7948, 27.2303, -16.8840], [27.3348, 27.3405, -16.0392], [25.5813, 28.4861, -14.8075], [26.0121, 27.0505, -13.9035], [23.7914, 27.1237, -15.7652], [23.4738, 28.5486, -13.7974], [23.6271, 27.1596, -12.8263], [21.4306, 27.7185, -14.8793], [21.3497, 27.3993, -13.0810], [19.9363, 25.2737, -13.4286], [20.3147, 24.3322, -14.8142], [19.7619, 25.9942, -15.0867], [22.4043, 24.9700, -10.7041], [23.5866, 24.6282, -11.4615], [24.7473, 25.1424, -10.8285], [26.0542, 24.4056, -11.2560], [26.3175, 24.6008, -12.6879], [27.3359, 23.7027, -13.3441], [26.8369, 22.2889, -13.2989], [25.6592, 22.1508, -14.1201], [25.2955, 20.8137, -14.4084], [22.2480, 26.0433, -10.8169], [22.5132, 24.6723, -9.6637], [21.5609, 24.4277, -11.1270], [24.7009, 25.0495, -9.7442], [24.9881, 26.1710, -11.1234], [25.9950, 23.4075, -10.8299], [26.8281, 24.9906, -10.7485], [26.8397, 25.4576, -12.8516], [28.3302, 23.8428, -12.9061], [27.5009, 24.0503, -14.3640], [26.6614, 21.9471, -12.2795], [27.5854, 21.5988, -13.6990], [26.0306, 20.2504, -14.9896], [24.4236, 20.7916, -15.0684], [25.0598, 20.2300, -13.5171]],
  "forces_ev_per_angstrom": [[1.0, 0.4, 0.4], [0.3, 0.8, 1.5], [-0.6, 0.1, -0.8], [-0.1, 0.7, -0.1], [0.3, -0.7, 0.8], [-0.4, 0.5, 0.1], [-0.5, 0.4, 0.3], [1.0, 0.2, 0.0], [0.0, -0.7, -0.3], [-0.3, -0.6, 0.7], [-0.4, -0.5, 0.1], [0.1, -0.3, -0.9], [0.2, -0.2, 0.1], [0.2, -0.5, -0.4], [0.0, 0.1, 0.0], [-0.1, 0.1, -0.2], [0.0, 0.1, 0.0], [0.0, -0.1, 0.0], [-0.1, 0.1, -0.2], [0.2, -0.5, -0.2], [-0.1, 0.2, 0.2], [-0.3, 0.2, -0.3], [-0.3, 0.4, -0.1], [0.3, 0.1, -0.3], [0.1, 0.1, 0.1], [0.1, 0.0, -0.6], [0.0, -0.2, 0.0], [2.0, -0.3, -0.7], [-0.5, 1.6, 0.7], [0.4, -0.8, -1.7], [-0.6, 0.0, 0.6], [0.9, -0.9, -0.6], [-0.1, 0.6, 0.2], [-0.3, -1.0, -0.4], [-0.2, 0.0, 0.3], [0.1, 0.1, 0.1], [0.0, 0.0, -0.1], [-0.3, 0.2, 0.0], [-0.8, 0.3, 0.2], [0.4, -0.3, -0.7], [0.0, -0.5, 0.6], [-0.9, 0.6, 0.6], [-0.1, -0.5, 0.5], [-0.5, -0.1, -0.1], [-0.4, 0.0, 0.1], [0.1, 0.1, -0.1], [0.5, 0.4, 0.2], [-0.2, 0.4, 0.2], [0.0, 0.2, 0.2]],
  "charge": 2,
  "total_energy_ha": -910.67648,
  "max_force_ev_per_a": 2.12,
  "gap_ev": 9.9175
}